# C33H50Cl3GeNO3RbS3SeSi

A structure of composition C33H50Cl3GeNO3RbS3SeSi (wB97M-V/def2-TZVPD, the OMol25 dataset).

Computed properties:
* spin multiplicity: 2
* energy relative to the best compared isomer or geometry (same formula, charge and spin): 0.0 kcal per mole
* total charge: -2
* F_max: 0.27 eV/Å
* energy: -8935.30506 hartree

Each line ends with the Mulliken spin population.
Cartesian coordinates (Å):
Rb 2.8454 -0.4838 -1.1209  -0.09
C 0.3124 -3.1924 3.9597  0.00
C -0.1408 -1.7377 3.9784  0.00
S 0.4846 -0.7111 2.6173  0.04
C 1.6464 0.3926 3.4484  0.00
C 3.0164 -0.1778 3.7900  0.00
S 3.9143 -0.8133 2.3457  0.00
C 4.1213 -2.5762 2.7143  0.00
C 2.8675 -3.4400 2.7700  0.00
S 2.0452 -3.4738 4.4014  0.00
H 0.1310 -3.6435 2.9839  0.00
H -0.2745 -3.7574 4.6883  0.00
H 0.1446 -1.2638 4.9193  0.00
H -1.2324 -1.7091 3.9134  0.00
H 1.1701 0.7860 4.3514  0.00
H 1.7446 1.2346 2.7613  0.00
H 2.9389 -0.9831 4.5167  0.00
H 3.6206 0.6215 4.2252  0.00
H 4.7190 -2.6840 3.6221  0.00
H 4.7341 -2.9310 1.8816  0.00
H 3.1341 -4.4638 2.5129  0.00
H 2.1417 -3.1011 2.0340  0.00
O 1.3651 2.7623 1.2151  0.00
C 0.4729 3.4644 0.3641  0.00
C 0.3932 2.6654 -0.9970  0.02
O -0.3638 3.0843 -1.8707  0.00
O 1.1709 1.6690 -1.0345  -0.01
C 1.0824 4.8384 0.0888  0.00
C 2.1235 4.9407 -0.8318  0.00
C 2.7658 6.1489 -1.0423  0.00
C 2.3777 7.2799 -0.3339  0.00
C 1.3465 7.1870 0.5875  0.00
C 0.7045 5.9716 0.7972  0.00
C -0.9043 3.5405 0.9983  0.00
C -1.1468 2.9576 2.2357  0.00
C -2.4144 2.9986 2.8053  0.00
C -3.4567 3.6291 2.1451  0.00
C -3.2200 4.2191 0.9082  0.00
C -1.9574 4.1774 0.3398  0.00
H 1.6640 2.0489 0.6065  0.00
H 2.4393 4.0629 -1.3844  0.00
H 3.5734 6.2043 -1.7619  0.00
H 2.8790 8.2262 -0.5002  0.00
H 1.0379 8.0613 1.1491  0.00
H -0.1000 5.9077 1.5194  0.00
H -0.3365 2.4483 2.7377  0.00
H -2.5859 2.5241 3.7648  0.00
H -4.4475 3.6555 2.5838  0.00
H -4.0294 4.7060 0.3766  0.00
H -1.7751 4.6096 -0.6344  0.00
Cl 4.1113 -0.0533 -4.0887  0.00
Ge 4.2180 2.1911 -3.5015  0.00
Cl 6.1415 2.6873 -4.6570  0.00
Cl 5.2343 1.7540 -1.4476  0.00
C -4.0015 -0.8746 -1.2094  0.07
C -2.6584 -0.8088 -0.4674  0.26
C -2.8727 -1.3905 0.9357  -0.01
C -2.2645 0.6625 -0.2624  0.07
Si -1.2353 -1.7028 -1.4335  -0.27
C -1.1793 -1.2255 -3.3070  0.24
C -2.2010 -2.0286 -4.1275  0.06
C -1.4512 0.2697 -3.5192  0.11
C 0.2252 -1.4863 -3.8748  0.10
C -1.2311 -3.6134 -1.1218  0.17
C -0.7133 -3.9039 0.2953  0.14
C -0.2756 -4.3289 -2.0845  0.06
C -2.6251 -4.2391 -1.2821  0.08
H -4.7676 -0.3597 -0.6144  0.00
H -4.3385 -1.9024 -1.3672  -0.01
H -3.9598 -0.3800 -2.1797  0.00
H -3.6157 -0.7742 1.4577  0.00
H -1.9547 -1.3560 1.5241  0.02
H -3.2441 -2.4162 0.9231  0.00
H -3.0415 1.1752 0.3194  0.00
H -2.1245 1.2128 -1.1902  0.02
H -1.3333 0.7377 0.3034  0.00
H -3.2238 -1.8814 -3.7725  -0.01
H -1.9913 -3.0986 -4.1192  0.00
H -2.1625 -1.6952 -5.1725  0.00
H -2.4745 0.5524 -3.2680  0.01
H -1.3038 0.5017 -4.5812  0.00
H -0.7754 0.9113 -2.9511  -0.04
H 0.5609 -2.5162 -3.7674  -0.01
H 0.9643 -0.8297 -3.4121  -0.02
H 0.2307 -1.2438 -4.9439  0.00
H 0.3016 -3.5200 0.4257  -0.03
H -0.6641 -4.9898 0.4455  -0.01
H -1.3526 -3.4841 1.0728  0.00
H 0.7395 -3.9370 -2.0198  0.01
H -0.6049 -4.2755 -3.1222  0.01
H -0.2109 -5.3891 -1.8164  0.00
H -3.3487 -3.8474 -0.5655  0.00
H -2.5541 -5.3225 -1.1193  0.01
H -3.0288 -4.0843 -2.2853  -0.01
Se 3.4001 -4.2077 -0.5039  0.01
C 3.0654 -5.3208 -1.9082  0.00
N 2.8489 -6.0490 -2.7849  0.00

# C26H17N3O12S2Zn

A structure of composition C26H17N3O12S2Zn at a distorted geometry (wB97M-V/def2-TZVPD, the OMol25 dataset).

Computed properties:
* spin multiplicity: 1
* total charge: -2
* F_max: 3.16 eV/Å
* energy: -4644.00282 hartree

Each line ends with the natural charge from an NBO analysis.
Cartesian coordinates (Å):
Zn 0.5172 -0.8284 0.6164  1.73
O -3.3355 -2.4007 1.0970  -0.59
C -2.3814 -1.7252 0.7443  0.64
N -1.0922 -2.1697 0.4856  -0.84
C -0.9086 -3.4221 0.0008  0.63
O -1.7102 -4.3523 -0.0025  -0.63
C 0.5014 -3.6440 -0.4407  0.14
C 0.7712 -4.7888 -1.2131  -0.23
C 2.1263 -4.9487 -1.6111  -0.17
C 3.1033 -3.9993 -1.2717  -0.28
C 2.6689 -2.8654 -0.6112  0.06
N 1.4123 -2.7139 -0.1459  -0.50
C -2.5032 -0.2634 0.8522  0.13
C -3.8075 0.2985 1.0504  -0.22
C -3.9345 1.5981 1.4449  -0.20
C -2.7477 2.2873 1.8206  -0.24
C -1.5090 1.6823 1.6106  0.05
N -1.4160 0.4634 1.0977  -0.48
H -0.0537 -5.4751 -1.4335  0.25
H 2.4008 -5.7275 -2.3695  0.20
H 4.1276 -4.1067 -1.5158  0.21
H 3.2085 -1.9470 -0.3769  0.25
H -4.6613 -0.4325 0.9342  0.24
H -4.9294 2.0284 1.4837  0.20
H -2.7876 3.2820 2.2523  0.21
H -0.5160 2.1663 1.8568  0.27
O 1.5278 -1.2526 4.8587  -1.00
S 1.1568 -0.4681 3.7111  2.45
O 0.3025 0.6551 3.9558  -0.99
O 0.7828 -1.2669 2.5426  -1.08
C 2.8280 0.3231 3.4771  -0.31
C 3.5364 0.2250 4.6770  -0.17
C 4.9328 0.3051 4.6595  -0.24
C 5.6247 0.8213 3.6044  -0.24
C 4.9296 1.1025 2.4053  -0.21
C 3.5238 0.8798 2.3786  -0.29
S 2.6370 1.4002 0.8373  2.39
O 3.5946 2.2071 0.0513  -0.96
O 1.4151 2.0442 1.2775  -0.99
O 2.3455 0.0307 0.2161  -1.11
H 3.0644 0.0044 5.6710  0.24
H 5.4809 0.0350 5.5269  0.19
H 6.6288 1.1887 3.7262  0.20
H 5.3986 1.4851 1.4811  0.24
O 1.0320 1.4286 -2.8779  -0.73
C 0.1248 0.7104 -2.4684  0.77
O 0.0804 -0.2702 -1.7415  -0.80
C -1.2394 1.2635 -2.9006  -0.11
C -2.3705 0.4929 -2.5400  -0.21
C -3.6373 0.9274 -2.8884  -0.26
C -3.7314 2.1670 -3.6046  0.20
O -4.8407 2.6382 -4.2267  -0.51
C -4.3742 3.4488 -5.3312  0.24
O -2.9336 3.6405 -5.1397  -0.52
C -2.5733 2.8511 -4.0564  0.21
C -1.3028 2.4977 -3.6090  -0.23
H -2.2378 -0.4003 -1.9862  0.24
H -4.5445 0.3536 -2.6487  0.21
H -4.7841 4.4338 -5.2566  0.15
H -4.4800 2.9922 -6.3079  0.15
H -0.4415 3.1093 -3.8291  0.25

# C2H4O3

A cluster of 2 separate species, C2H4O3 in total at a distorted geometry (wB97M-V/def2-TZVPD, the OMol25 dataset).

Computed properties:
* spin multiplicity: 1
* energy relative to the best compared isomer or geometry (same formula, charge and spin): 157.6 kcal per mole
* total charge: 0
* F_max: 3.04 eV/Å
* energy: -304.09048 hartree

Each line ends with the natural charge from an NBO analysis.
Cartesian coordinates (Å):
C -1.7686 -0.3317 0.1786  0.27
C 0.6185 -0.6541 0.0145  0.20
O -1.6437 -0.0594 -0.9713  -0.53
O 2.2200 1.0629 -0.4102  -0.55
O 1.2803 0.2334 0.5107  -0.24
H -1.9796 -1.3360 0.5801  0.11
H -2.0513 0.3854 0.8640  0.11
H 0.7646 -0.9640 -1.0253  0.17
H 2.5598 1.6635 0.2588  0.45